P:
This record from OMol25 describes an isolated ion of composition C3H7N2O3 and charge +1. The level of theory is wB97M-V/def2-TZVPD.

Each atom is followed by the atoms it is bonded to, with distances in Å.
Cartesian coordinates (Å):
1 C -0.008 1.569 -1.493  N5 1.302, O6 1.333
2 C -0.096 -0.767 -0.942  N4 1.471, N5 1.422, H9 1.091, H10 1.099
3 C 0.554 -1.101 1.398  N4 1.291, O7 1.288, H11 1.094
4 N 0.793 -1.226 0.136  C2 1.471, C3 1.291, H12 1.019
5 N -0.478 0.593 -0.771  C1 1.302, C2 1.422, O8 1.456
6 O -0.527 2.755 -1.175  C1 1.333, H13 0.967
7 O 1.409 -1.535 2.257  C3 1.288, H14 0.972
8 O -1.456 0.686 0.303  N5 1.456, H15 0.968
9 H 0.431 -0.867 -1.892  C2 1.091
10 H -0.997 -1.396 -0.942  C2 1.099
11 H -0.373 -0.598 1.687  C3 1.094
12 H 1.675 -1.660 -0.135  N4 1.019
13 H -0.156 3.440 -1.749  O6 0.967
14 H 1.198 -1.381 3.193  O7 0.972
15 H -1.970 1.488 0.125  O8 0.968

Values from the calculation:
gap between HOMO and LUMO = 8.63 eV
highest occupied orbital energy = -12.833 eV
charge = +1

***

Q:
This record from OMol25 describes an isolated ion of composition C3H7N2O3 and charge +1. The level of theory is wB97M-V/def2-TZVPD.

Each atom is followed by the atoms it is bonded to, with distances in Å.
Cartesian coordinates (Å):
1 C 1.253 -0.499 -0.192  C3 1.505, N4 1.319, N5 1.464
2 C -0.379 1.363 0.151  C3 1.516, H9 1.204, H10 1.145, H11 1.044
3 C -0.078 0.077 -0.594  C1 1.505, C2 1.516, O8 1.389, H12 1.181
4 N 1.228 -1.785 0.098  C1 1.319, H13 0.989, H14 1.055
5 N 2.517 0.226 -0.045  C1 1.464, O6 1.213, O7 1.209
6 O 2.462 1.438 0.000  N5 1.213
7 O 3.468 -0.516 0.042  N5 1.209
8 O -1.003 -0.955 -0.680  C3 1.389, H15 0.961
9 H -0.716 1.205 1.296  C2 1.204
10 H 0.632 1.900 0.157  C2 1.145
11 H -1.097 1.907 -0.377  C2 1.044
12 H 0.154 0.431 -1.696  C3 1.181
13 H 0.339 -2.184 -0.071  N4 0.989
14 H 2.136 -2.296 0.261  N4 1.055
15 H -1.921 -0.683 -0.765  O8 0.961

Values from the calculation:
gap between HOMO and LUMO = 9.16 eV
SMILES = C[C@H](O)C(=[NH2+])[N+](=O)[O-]
highest occupied orbital energy = -16.080 eV
charge = +1

***

Each structure's energy above the most stable one, in kJ/mol: P 0.0; Q 164.8.